Entry 1:
A 2-piece molecular cluster, C4H12N2 overall in a non-equilibrium geometry, computed with ωB97M-V/def2-TZVPD.

**Frontier orbital gap (spin up / spin down)**: 5.95 / 3.70 eV
**Total charge**: +1
**2S+1**: 2
**HOMO energy (spin up / spin down)**: -11.08 / -11.08 eV
**Energy above the lowest of the compared OMol25 structures with the same formula, charge and spin**: 1.634 eV
**Molecular weight**: 88.2 g mol⁻¹
**Lowest unoccupied orbital energy (spin up / spin down)**: -0.1884 / -0.2713 Ha

CARTESIAN COORDINATES (ANGSTROEM)
C -1.865 0.328 1.195
C -3.200 0.372 0.410
N -3.824 1.700 0.493
H -1.276 1.143 0.777
H -1.497 -0.685 0.989
H -1.994 0.509 2.261
H -3.925 -0.441 0.419
H -2.905 0.240 -0.648
H -3.800 2.074 1.426
H -3.631 2.256 -0.306
C 4.373 -1.063 -1.099
C 3.226 -0.507 -0.557
N 2.047 -1.082 -0.582
H 4.691 -1.220 -2.125
H 5.326 -0.774 -0.637
H 3.179 0.458 -0.057
H 1.945 -2.025 -0.942
H 1.212 -0.557 -0.345

=====

Entry 2:
A 2-piece molecular cluster, C4H12N2 overall in a non-equilibrium geometry, computed with ωB97M-V/def2-TZVPD.

**Frontier orbital gap**: 7.10 eV
**Total charge**: +2
**2S+1**: 1
**HOMO energy**: -18.01 eV
**Energy above the lowest of the compared OMol25 structures with the same formula, charge and spin**: 5.376 eV
**Molecular weight**: 88.2 g mol⁻¹
**Lowest unoccupied orbital energy**: -0.4009 Ha

CARTESIAN COORDINATES (ANGSTROEM)
C -0.317 -0.085 -0.684
C -0.486 -1.099 0.288
C 0.602 -0.612 1.247
C 0.823 0.684 1.445
N 2.246 1.206 1.685
N -2.477 -0.573 -2.359
H 0.583 -0.099 -1.286
H -0.955 0.759 -0.926
H -0.319 -2.103 -0.140
H -1.528 -1.138 0.633
H 0.912 -1.429 1.911
H 0.115 1.513 1.461
H 2.560 1.573 0.781
H 2.902 0.447 1.915
H 2.288 2.002 2.333
H -1.460 -0.447 -2.552
H -2.919 0.343 -2.436
H -2.570 -0.941 -3.315

=====

Entry 3:
A 2-piece molecular cluster, C4H12N2O overall, computed with ωB97M-V/def2-TZVPD.

**Frontier orbital gap (spin up / spin down)**: 2.18 / 8.01 eV
**Total charge**: -1
**2S+1**: 2
**HOMO energy (spin up / spin down)**: 1.23 / -4.70 eV
**Energy above the lowest of the compared OMol25 structures with the same formula, charge and spin**: 0.863 eV
**Molecular weight**: 104.2 g mol⁻¹
**Lowest unoccupied orbital energy (spin up / spin down)**: 0.1254 / 0.1215 Ha

CARTESIAN COORDINATES (ANGSTROEM)
C 0.061 -1.334 0.009
C 0.811 -0.022 -0.348
C -0.090 1.164 -0.512
C -0.214 2.111 0.420
N -1.110 3.197 0.322
N -0.884 1.237 -1.685
H 0.168 -2.082 -0.770
H 0.485 -1.745 0.923
H -0.992 -1.139 0.176
H 1.598 0.223 0.373
H 1.328 -0.171 -1.296
H 0.411 2.178 1.298
H -1.962 2.948 -0.168
H -1.283 3.649 1.203
H -1.018 2.124 -2.132
H -1.513 0.493 -1.925
H 1.373 -4.641 2.088
H 1.166 -4.193 0.604
O 1.669 -3.998 1.419

=====

Entry 4:
A 2-piece molecular cluster, C4H12N2O overall in a non-equilibrium geometry, computed with ωB97M-V/def2-TZVPD.

**SMILES**: CCC/N=C/N.O
**Frontier orbital gap**: 9.16 eV
**2S+1**: 1
**HOMO energy**: -8.33 eV
**Energy above the lowest of the compared OMol25 structures with the same formula, charge and spin**: 3.896 eV
**Molecular weight**: 104.2 g mol⁻¹
**Lowest unoccupied orbital energy**: 0.0302 Ha

CARTESIAN COORDINATES (ANGSTROEM)
C -0.607 0.906 0.756
C 0.697 1.373 0.102
C 1.720 0.208 -0.031
N 0.578 -1.762 -2.988
C 1.583 -1.080 -2.228
N 1.685 -1.048 -0.981
H -0.364 1.010 1.918
H -0.826 -0.155 0.409
H -1.504 1.332 0.597
H 1.012 2.272 0.649
H 0.631 1.783 -0.936
H 2.877 0.408 -0.013
H 1.659 -0.317 0.974
H 0.978 -1.929 -3.853
H 0.213 -2.516 -2.463
H 1.841 -0.235 -2.895
H -4.209 0.276 3.017
H -3.831 -0.037 4.389
O -4.133 -0.488 3.575

=====

Entry 5:
One molecule with the formula C4H12N2O in a non-equilibrium geometry, computed with ωB97M-V/def2-TZVPD.

**SMILES**: C[C@H](N)CNCO
**Frontier orbital gap**: 9.65 eV
**2S+1**: 1
**HOMO energy**: -8.70 eV
**Energy above the lowest of the compared OMol25 structures with the same formula, charge and spin**: 1.599 eV
**Molecular weight**: 104.2 g mol⁻¹
**Lowest unoccupied orbital energy**: 0.0349 Ha

CARTESIAN COORDINATES (ANGSTROEM)
C -0.100 -0.566 -0.590
N 0.246 0.674 -1.289
C -0.780 1.683 -1.205
O -0.341 2.947 -1.702
C 0.626 -0.796 0.732
C 0.286 -2.191 1.250
N 0.305 0.206 1.768
H 0.095 -1.395 -1.276
H -1.172 -0.532 -0.360
H 0.799 0.658 -2.122
H -1.104 1.898 -0.182
H -1.646 1.409 -1.809
H 0.400 3.198 -1.145
H 1.686 -0.746 0.458
H -0.743 -2.527 1.329
H 0.768 -2.227 2.240
H 0.865 -2.955 0.722
H -0.714 0.145 1.793
H 0.525 1.117 1.387

=====

Entry 6:
A 2-piece molecular cluster, C4H12N2O overall in a non-equilibrium geometry, computed with ωB97M-V/def2-TZVPD.

**SMILES**: [H]/N=C(/C)OC.CN
**Frontier orbital gap**: 9.67 eV
**2S+1**: 1
**HOMO energy**: -8.78 eV
**Energy above the lowest of the compared OMol25 structures with the same formula, charge and spin**: 3.350 eV
**Molecular weight**: 104.2 g mol⁻¹
**Lowest unoccupied orbital energy**: 0.0327 Ha

CARTESIAN COORDINATES (ANGSTROEM)
C -0.910 2.236 0.006
C -1.562 -1.290 -0.667
C -0.684 -0.359 0.120
O -0.742 1.051 -0.716
N -0.710 -0.378 1.384
H -0.100 0.285 1.852
H -1.528 2.925 -0.579
H -1.419 2.080 0.969
H 0.059 2.710 0.217
H -2.601 -0.999 -0.534
H -1.438 -2.309 -0.300
H -1.333 -1.219 -1.728
C 2.212 -0.668 0.456
N 1.236 -0.698 -0.632
H 1.142 -1.625 -1.034
H 1.010 0.234 -1.025
H 3.137 -1.147 0.137
H 1.833 -1.195 1.336
H 2.396 0.367 0.738

=====

Entry 7:
One molecule with the formula C4H12N2O in a non-equilibrium geometry, computed with ωB97M-V/def2-TZVPD.

**SMILES**: NC[C@H](N)CCO
**Frontier orbital gap**: 9.83 eV
**2S+1**: 1
**HOMO energy**: -8.75 eV
**Energy above the lowest of the compared OMol25 structures with the same formula, charge and spin**: 1.751 eV
**Molecular weight**: 104.2 g mol⁻¹
**Lowest unoccupied orbital energy**: 0.0398 Ha

CARTESIAN COORDINATES (ANGSTROEM)
N -0.486 -1.317 -0.074
C 0.459 -0.189 0.146
C -0.248 1.131 -0.231
C -1.139 1.691 0.848
O -2.320 0.982 1.144
C 1.748 -0.375 -0.657
N 2.040 -1.749 -1.013
H -1.432 -0.959 -0.192
H -0.280 -1.922 -0.853
H -2.075 0.078 1.380
H 0.633 -0.236 1.223
H -0.810 0.857 -1.133
H 0.488 1.861 -0.576
H -0.550 1.920 1.743
H -1.481 2.702 0.608
H 2.571 0.041 -0.084
H 1.657 0.218 -1.569
H 1.547 -2.515 -0.600
H 2.736 -1.913 -1.714

=====

Entry 8:
One molecule with the formula C4H12N2O in a non-equilibrium geometry, computed with ωB97M-V/def2-TZVPD.

**SMILES**: NCNCCCO
**Frontier orbital gap**: 9.37 eV
**2S+1**: 1
**HOMO energy**: -8.58 eV
**Energy above the lowest of the compared OMol25 structures with the same formula, charge and spin**: 1.642 eV
**Molecular weight**: 104.2 g mol⁻¹
**Lowest unoccupied orbital energy**: 0.0292 Ha

CARTESIAN COORDINATES (ANGSTROEM)
C -0.588 -0.391 -0.032
C -0.019 -1.335 -1.042
C 1.000 -0.791 -2.027
O 0.493 0.325 -2.753
N 0.472 0.144 0.844
C 0.054 0.690 2.111
N -1.173 1.442 2.186
H -1.330 -0.849 0.624
H -1.162 0.451 -0.449
H 0.457 -2.135 -0.492
H -0.802 -1.756 -1.669
H 1.989 -0.595 -1.598
H 1.130 -1.535 -2.778
H 0.714 1.174 -2.376
H 1.124 0.688 0.300
H 0.839 1.336 2.504
H 0.024 -0.114 2.836
H -1.182 2.313 1.685
H -2.039 0.938 2.128

=====

Entry 9:
A 3-piece molecular cluster, C4H12N2O overall in a non-equilibrium geometry, computed with ωB97M-V/def2-TZVPD.

**Frontier orbital gap (spin up / spin down)**: 7.93 / 7.93 eV
**2S+1**: 1
**HOMO energy (spin up / spin down)**: -6.92 / -6.92 eV
**Energy above the lowest of the compared OMol25 structures with the same formula, charge and spin**: 6.309 eV
**Molecular weight**: 104.2 g mol⁻¹
**Lowest unoccupied orbital energy (spin up / spin down)**: 0.0372 / 0.0372 Ha

CARTESIAN COORDINATES (ANGSTROEM)
C 0.293 -0.404 0.062
C -0.691 0.305 0.746
C 1.178 1.452 0.148
C 1.137 -1.443 0.729
N -2.475 -0.954 -0.819
N 1.234 2.044 -1.128
O -1.849 -1.236 0.428
H 0.143 -0.511 -1.008
H -2.509 -1.832 -1.337
H -3.446 -0.714 -0.615
H 0.368 2.483 -1.418
H 1.565 1.420 -1.854
H -0.658 0.337 1.829
H -1.312 1.000 0.191
H 2.138 1.041 0.451
H 0.869 2.170 0.903
H 0.601 -2.393 0.690
H 2.098 -1.564 0.225
H 1.318 -1.202 1.777

=====

Entry 10:
One molecule with the formula C4H12N2O in a non-equilibrium geometry, computed with ωB97M-V/def2-TZVPD.

**SMILES**: C[C@H](CN)NCO
**Frontier orbital gap**: 9.47 eV
**2S+1**: 1
**HOMO energy**: -8.54 eV
**Energy above the lowest of the compared OMol25 structures with the same formula, charge and spin**: 1.928 eV
**Molecular weight**: 104.2 g mol⁻¹
**Lowest unoccupied orbital energy**: 0.0340 Ha

CARTESIAN COORDINATES (ANGSTROEM)
C -1.170 -0.451 -0.258
N -1.850 -1.365 -1.194
C 0.199 0.054 -0.668
C 0.159 1.098 -1.777
N 0.960 0.524 0.502
C 1.249 -0.139 1.751
O 0.778 0.527 2.887
H -0.925 -0.915 0.701
H -1.932 0.321 -0.136
H -1.226 -2.108 -1.489
H -2.667 -1.785 -0.779
H 0.760 -0.787 -1.057
H -0.256 2.044 -1.382
H 1.035 1.301 -2.385
H -0.683 0.810 -2.419
H 0.687 1.479 0.711
H 2.341 -0.214 1.826
H 1.015 -1.219 1.750
H 1.525 0.825 3.416

=====

Entry 11:
One molecule with the formula C4H12N2O in a non-equilibrium geometry, computed with ωB97M-V/def2-TZVPD.

**SMILES**: NCCCNCO
**Frontier orbital gap**: 10.16 eV
**2S+1**: 1
**HOMO energy**: -9.24 eV
**Energy above the lowest of the compared OMol25 structures with the same formula, charge and spin**: 2.858 eV
**Molecular weight**: 104.2 g mol⁻¹
**Lowest unoccupied orbital energy**: 0.0339 Ha

CARTESIAN COORDINATES (ANGSTROEM)
C -0.427 0.603 0.909
C -1.731 0.292 -0.092
C -1.374 0.285 -1.673
N -0.663 -0.888 -2.375
N 0.835 -0.163 0.454
C 1.930 -0.091 1.527
O 3.249 -0.327 0.942
H -0.325 1.694 0.977
H -0.724 0.218 1.864
H -2.181 -0.720 0.371
H -2.496 1.092 0.117
H -2.310 0.499 -2.219
H -0.803 1.252 -1.998
H -0.024 -1.219 -1.613
H -1.450 -1.526 -2.464
H 1.346 0.215 -0.346
H 1.991 0.824 2.106
H 1.649 -0.859 2.224
H 3.511 -1.181 1.289

=====

Entry 12:
A 3-piece molecular cluster, C4H12N2O overall, computed with ωB97M-V/def2-TZVPD.

**Frontier orbital gap**: 7.81 eV
**2S+1**: 1
**HOMO energy**: -6.99 eV
**Energy above the lowest of the compared OMol25 structures with the same formula, charge and spin**: 4.921 eV
**Molecular weight**: 104.2 g mol⁻¹
**Lowest unoccupied orbital energy**: 0.0298 Ha

CARTESIAN COORDINATES (ANGSTROEM)
C -1.283 -1.421 -0.860
C -0.611 0.069 0.474
N -1.514 1.142 0.389
N -0.738 -2.605 -0.388
O -0.359 -0.521 1.518
H -1.363 1.772 -0.386
H -1.578 1.633 1.270
H -0.734 -2.643 0.628
H 0.180 -2.822 -0.753
H -2.295 -1.214 -0.530
H -1.124 -1.234 -1.921
C 1.806 1.399 0.704
C 1.197 0.718 -0.489
H 1.222 2.273 1.006
H 2.827 1.742 0.504
H 1.840 0.714 1.555
H 1.763 -0.148 -0.837
H 0.928 1.376 -1.318
H -0.164 -0.229 -0.566

=====

> Look up the 2S+1 of the sixth one.

1

=====

> energy above the lowest of the compared OMol25 structures with the same formula, charge and spin of number 4 (C4H12N2O)?

3.896 eV

=====

> Which value of 2S+1 does entry 2 give?

1